DFT (ωB97M-V/def2-TZVPD) results for a molecular structure, C38H51Cl3N2O3PPtSi.

```
! RIJCOSX wB97M-V def2-TZVPD def2/J DEFGRID3
* xyz -1 3
C -2.31 -1.87 -5.00
C -1.33 -2.46 -4.02
H -1.92 -1.96 -6.02
H -2.48 -0.81 -4.79
H -3.26 -2.40 -4.94
C -0.72 -3.70 -4.26
C -0.95 -4.53 -5.47
H -0.15 -4.15 -3.45
H -0.71 -4.02 -6.42
H -1.98 -4.92 -5.53
H -0.29 -5.41 -5.39
Pt -0.51 1.38 0.88
Cl -2.37 2.43 -0.36
Cl 0.99 2.24 -2.11
H 0.85 4.78 3.59
H -1.67 6.49 2.36
C 1.11 5.42 2.73
C -0.84 6.56 1.64
N 0.06 5.41 1.73
H 2.05 5.07 2.29
C -0.24 4.28 1.11
O 0.33 3.20 1.48
H -1.27 6.60 0.63
H -0.99 4.32 0.32
H 1.22 6.45 3.06
H -0.26 7.46 1.85
H 1.75 -0.21 -3.55
H 2.23 -3.25 -2.69
C 2.77 -0.38 -3.16
C 3.08 -2.69 -2.27
N 2.71 -1.29 -2.04
H 3.19 0.57 -2.83
C 2.61 -0.79 -0.77
O 2.63 0.41 -0.48
H 3.38 -3.16 -1.32
H 2.52 -1.58 0.00
H 3.36 -0.84 -3.96
H 3.90 -2.73 -2.99
O -0.56 -1.42 -3.27
C -1.55 -2.09 -2.53
C 0.09 -3.16 -0.87
C -1.20 -3.03 -1.45
H 0.89 -2.50 -1.21
C 0.31 -4.06 0.17
H -2.49 -1.53 -2.39
C -2.21 -3.90 -1.01
H 1.31 -4.13 0.62
C -0.73 -4.86 0.64
C -1.99 -4.79 0.03
H -3.18 -3.85 -1.51
H -0.57 -5.53 1.49
H -2.81 -5.43 0.37
Si -0.12 2.73 -3.81
Cl -0.92 -0.53 -0.10
C 1.12 3.49 -4.98
C -1.13 4.19 -3.18
C -1.13 1.33 -4.48
H 2.01 2.86 -5.14
H 1.48 4.45 -4.56
H 0.66 3.70 -5.95
H -0.52 0.43 -4.64
H -1.58 1.63 -5.44
H -1.92 1.10 -3.76
H -1.78 3.90 -2.35
H -1.73 4.62 -4.00
H -0.44 4.97 -2.82
C -0.73 3.43 5.85
C 0.42 2.65 5.92
C 0.63 1.63 4.99
C -0.31 1.43 3.97
C -1.47 2.21 3.91
C -1.68 3.22 4.84
P -0.05 0.19 2.68
C 1.62 -0.48 2.74
C 2.68 0.44 2.67
C 4.00 -0.01 2.71
C 4.25 -1.38 2.79
C 3.20 -2.31 2.81
C 1.88 -1.85 2.76
C -1.20 -1.14 3.09
C -0.92 -2.00 4.15
C -1.76 -3.08 4.43
C -2.89 -3.30 3.64
C -3.21 -2.40 2.62
C -2.40 -1.30 2.38
H -0.90 4.23 6.58
H 1.16 2.82 6.71
H 1.51 0.99 5.05
H -2.19 2.03 3.11
H -2.59 3.83 4.78
H 2.45 1.51 2.56
H 4.81 0.72 2.67
H 5.29 -1.73 2.80
H 3.41 -3.38 2.86
H 1.06 -2.57 2.77
H -0.02 -1.84 4.76
H -1.52 -3.76 5.26
H -3.53 -4.16 3.83
H -4.10 -2.55 2.00
H -2.69 -0.59 1.61
*
```

Calculated values
HOMO (alpha / beta): -0.0335 / -0.1335 hartree
E_tot: -3944.62936 Eh
lowest unoccupied orbital energy (alpha / beta): 2.520 / 2.466 eV
frontier orbital gap (alpha / beta): 3.43 / 6.10 eV

Mulliken atomic charge list, values in e, 99 entries: -1.632, 1.931, 0.387, 0.356, 0.349, -0.658, -1.598, 0.473, 0.330, 0.270, 0.400, 2.267, -0.807, -0.141, 0.110, 0.301, -0.709, -0.902, 0.222, 0.232, 0.243, -0.862, 0.312, -0.015, 0.336, 0.316, -0.062, 0.137, -0.863, -0.774, 0.330, 0.391, 0.386, -0.487, 0.289, 0.071, 0.336, 0.407, -0.091, -0.975, 0.899, -0.823, 0.901, -0.706, 0.495, -0.862, 0.347, -0.374, -0.761, 0.426, 0.355, 0.346, 0.288, -0.348, -1.062, -0.899, -0.547, 0.303, 0.241, 0.338, 0.092, 0.470, 0.198, 0.159, 0.373, 0.171, -0.572, -0.643, -0.444, 0.384, -0.649, -0.613, -0.612, 0.675, -0.509, -0.637, -0.668, -0.615, -0.948, 1.117, -0.227, -0.825, -0.404, -0.737, -0.534, 0.328, 0.373, 0.331, 0.365, 0.425, 0.370, 0.382, 0.300, 0.382, 0.488, 0.450, 0.369, 0.370, 0.375